(1)
{"formula": "C3H8NO", "method": "the ωB97M-V functional and the def2-TZVPD basis", "multiplicity": 2, "total_charge": -2, "elements": ["C", "O", "H", "H", "H", "C", "C", "N", "H", "H", "H", "H", "H"], "positions_angstrom": [[2.486, 1.368, -0.097], [1.176, 1.343, 0.183], [3.110, 1.345, 0.838], [2.770, 0.565, -0.853], [2.839, 2.323, -0.602], [-1.048, -1.648, -0.891], [-1.451, -0.262, 0.949], [-1.950, -0.987, 0.008], [-1.364, -2.591, -1.313], [-0.034, -1.431, -0.575], [-1.054, -1.084, -1.943], [-2.149, 0.262, 1.578], [-0.379, -0.157, 1.024]], "mulliken_spin": [0.139, -0.234, -0.027, 0.052, -0.046, 3.770, 0.530, -0.593, -1.764, -0.103, -0.325, -0.044, -0.354]}

---

(2)
{"formula": "C4H12N2Si", "method": "the ωB97M-V functional and the def2-TZVPD basis", "multiplicity": 1, "total_charge": 0, "elements": ["C", "C", "C", "C", "N", "N", "Si", "H", "H", "H", "H", "H", "H", "H", "H", "H", "H", "H", "H"], "positions_angstrom": [[-1.981, -0.472, -1.052], [0.139, -1.070, 1.205], [-0.514, 1.748, 0.893], [0.987, -0.048, -1.392], [3.980, -0.448, -0.131], [3.266, 0.465, 0.015], [-0.377, 0.117, -0.108], [-2.555, 0.426, -1.381], [-1.447, -0.697, -2.002], [-2.421, -1.343, -0.586], [0.902, -0.529, 1.848], [-0.735, -1.346, 1.832], [0.519, -1.938, 0.775], [-0.062, 2.679, 0.374], [-1.477, 1.949, 1.240], [0.012, 1.491, 1.813], [1.308, -1.023, -1.654], [1.244, 0.750, -2.086], [4.708, -0.572, 0.520]], "lowdin_charge": [-0.180, -0.221, -0.185, -0.109, -0.014, 0.058, 0.450, 0.031, 0.008, 0.013, 0.046, 0.043, -0.006, 0.061, -0.014, 0.005, -0.016, -0.007, 0.036]}

---

(3)
{"formula": "C22H27CuN2O2SSe", "method": "the ωB97M-V functional and the def2-TZVPD basis", "multiplicity": 1, "total_charge": 0, "elements": ["Cu", "O", "C", "O", "C", "C", "C", "C", "S", "C", "C", "H", "H", "H", "H", "H", "C", "C", "C", "C", "N", "C", "Se", "N", "C", "C", "C", "C", "C", "C", "C", "C", "C", "C", "H", "H", "H", "H", "H", "H", "H", "H", "H", "H", "H", "H", "H", "H", "H", "H", "H", "H", "H", "H", "H", "H"], "positions_angstrom": [[0.878, -2.825, -1.178], [-0.666, -3.597, 6.986], [0.564, -3.303, 6.497], [1.456, -2.989, 7.237], [0.644, -3.322, 5.016], [1.427, -2.364, 4.371], [1.276, -2.133, 3.021], [0.361, -2.885, 2.283], [-0.199, -2.338, 0.716], [-0.285, -3.961, 2.892], [-0.163, -4.163, 4.246], [-1.303, -3.740, 6.271], [2.101, -1.771, 4.969], [1.819, -1.331, 2.543], [-0.933, -4.589, 2.301], [-0.694, -4.984, 4.708], [-1.562, 1.212, -5.332], [-1.968, 1.942, -4.058], [-3.000, 1.180, -3.229], [-2.460, -0.098, -2.581], [-1.364, 0.167, -1.681], [-0.094, -0.260, -1.823], [0.496, -1.459, -3.108], [0.667, 0.254, -0.835], [2.071, 0.003, -0.645], [2.927, 0.720, -1.688], [2.711, 2.233, -1.731], [3.220, 2.960, -0.493], [-0.153, 0.946, 0.030], [0.090, 1.575, 1.240], [-0.988, 2.152, 1.885], [-2.272, 2.106, 1.345], [-2.526, 1.478, 0.141], [-1.448, 0.894, -0.514], [-0.931, 1.851, -5.944], [-2.439, 0.945, -5.916], [-1.006, 0.305, -5.108], [-2.406, 2.906, -4.325], [-1.082, 2.144, -3.452], [-3.840, 0.904, -3.868], [-3.379, 1.844, -2.452], [-2.090, -0.781, -3.348], [-3.256, -0.595, -2.019], [2.236, -1.091, -0.715], [2.336, 0.324, 0.362], [2.686, 0.304, -2.669], [3.977, 0.507, -1.475], [1.650, 2.450, -1.873], [3.240, 2.617, -2.604], [2.640, 2.702, 0.388], [3.146, 4.035, -0.634], [4.262, 2.715, -0.305], [1.073, 1.594, 1.688], [-0.836, 2.631, 2.840], [-3.089, 2.555, 1.889], [-3.524, 1.425, -0.263]], "lowdin_charge": [-0.019, 0.105, -0.489, 0.116, -0.155, -0.014, -0.103, -0.661, 0.641, -0.117, -0.045, 0.099, 0.120, 0.092, 0.099, 0.118, -0.102, -0.251, -0.180, -0.143, -0.009, -0.664, 0.770, -0.051, -0.181, -0.190, -0.250, -0.097, -0.174, -0.002, -0.070, -0.074, 0.003, -0.147, 0.073, 0.076, 0.030, 0.108, 0.101, 0.119, 0.094, 0.075, 0.139, 0.068, 0.119, 0.068, 0.121, 0.100, 0.108, 0.047, 0.073, 0.077, 0.105, 0.107, 0.106, 0.110]}

---

(4)
{"formula": "C3H13NO3", "method": "the ωB97M-V functional and the def2-TZVPD basis", "multiplicity": 1, "total_charge": 0, "elements": ["C", "C", "C", "N", "H", "H", "H", "H", "H", "H", "H", "H", "H", "O", "H", "H", "O", "H", "H", "O"], "positions_angstrom": [[1.901, -2.603, -2.009], [2.217, -1.200, -1.450], [1.347, -0.216, -1.778], [1.639, 1.087, -1.593], [2.714, -3.096, -2.381], [1.747, -3.414, -1.310], [1.177, -2.700, -2.669], [3.110, -1.002, -0.854], [0.477, -0.549, -2.395], [1.041, 1.783, -2.002], [2.392, 1.538, -1.386], [-0.835, 2.171, 0.956], [-0.013, 1.059, 0.397], [-0.061, 1.675, 1.205], [-2.519, 2.153, 3.254], [-1.290, 1.313, 2.832], [-2.166, 1.352, 3.263], [-4.601, -0.181, 3.188], [-3.646, 0.438, 2.265], [-4.631, 0.391, 2.468]], "lowdin_charge": [-0.111, -0.122, -0.251, 0.064, 0.031, 0.068, 0.013, 0.095, 0.132, 0.097, 0.020, 0.025, 0.070, -0.080, -0.032, 0.038, -0.006, -0.016, 0.040, -0.075]}

---

(5)
{"formula": "C3H4N2O2", "method": "the ωB97M-V functional and the def2-TZVPD basis", "multiplicity": 1, "total_charge": 0, "elements": ["N", "C", "C", "O", "C", "O", "N", "H", "H", "H", "H"], "positions_angstrom": [[1.057, -1.283, 0.911], [0.151, -0.361, 0.430], [-1.192, -0.333, 0.336], [-1.511, 0.496, -0.752], [-0.400, 1.161, -1.141], [-0.365, 1.978, -2.017], [0.680, 0.717, -0.344], [1.900, -1.243, 0.345], [0.671, -2.218, 0.889], [-1.972, -0.391, 1.072], [0.982, 1.478, 0.272]], "lowdin_charge": [0.111, -0.351, -0.038, 0.058, -0.538, 0.124, 0.146, 0.101, 0.101, 0.119, 0.166]}

---

(6)
{"formula": "C2H20Li5O18S2", "method": "the ωB97M-V functional and the def2-TZVPD basis", "multiplicity": 1, "total_charge": -1, "elements": ["Li", "Li", "Li", "Li", "Li", "S", "O", "O", "O", "O", "S", "O", "O", "O", "O", "O", "C", "C", "O", "H", "H", "H", "H", "O", "H", "H", "O", "H", "H", "O", "H", "H", "O", "H", "H", "O", "H", "H", "O", "H", "H", "O", "H", "H", "O", "H", "H"], "positions_angstrom": [[1.697, -17.899, -10.378], [-2.150, -21.582, -9.918], [0.063, -20.532, -11.519], [-1.900, -17.981, -7.290], [-1.330, -17.642, -10.315], [-3.854, -19.111, -9.464], [-2.945, -18.614, -10.489], [-3.524, -18.424, -8.209], [-5.251, -18.923, -9.827], [-3.607, -20.507, -9.183], [0.093, -19.702, -8.626], [-0.496, -20.659, -9.570], [0.263, -20.216, -7.239], [1.428, -19.341, -9.058], [-0.674, -18.464, -8.675], [-1.895, -21.259, -12.003], [-2.786, -21.965, -12.840], [-4.356, -21.403, -12.936], [-4.646, -20.018, -13.015], [-2.870, -22.968, -12.422], [-2.358, -22.171, -13.821], [-4.804, -21.808, -12.029], [-4.806, -22.067, -13.674], [-1.533, -16.090, -7.151], [-0.815, -15.552, -6.818], [-2.247, -15.471, -7.302], [1.391, -18.753, -5.536], [1.005, -19.280, -6.236], [0.754, -18.798, -4.823], [2.780, -21.778, -8.984], [3.597, -21.808, -8.486], [2.416, -20.913, -8.796], [3.194, -18.688, -7.459], [2.574, -18.581, -6.738], [2.681, -19.097, -8.157], [1.728, -21.602, -11.662], [2.079, -21.673, -10.774], [2.477, -21.779, -12.231], [-2.198, -19.547, -5.966], [-2.152, -20.332, -6.511], [-2.354, -19.878, -5.081], [3.080, -21.203, -5.671], [4.032, -21.284, -5.726], [2.875, -20.423, -6.187], [0.351, -22.049, -5.347], [1.304, -21.965, -5.357], [0.055, -21.518, -6.086]], "lowdin_charge": [0.619, 0.697, 0.639, 0.653, 0.619, 0.164, -0.465, -0.482, -0.344, -0.441, 0.304, -0.422, -0.326, -0.473, -0.466, -0.441, -0.344, -0.333, -0.197, 0.067, 0.069, 0.079, 0.063, -0.065, 0.060, 0.066, -0.056, -0.051, 0.067, -0.027, 0.052, -0.018, -0.066, -0.025, -0.062, -0.084, -0.007, 0.059, -0.066, 0.043, 0.060, -0.039, 0.048, -0.010, -0.069, -0.017, -0.032]}

---

Short version: relative energy (zero: lowest compared OMol25 entry of this formula, charge and spin) = 35.83 100.41 20.65 59.50 55.20 30.03 kcal per mole, in the order given.